{
  "formula": "C43H79Br18ClN5O4",
  "method": "the ωB97M-V functional and the def2-TZVPD basis",
  "symbols": ["C", "C", "Br", "C", "H", "H", "Br", "H", "C", "H", "H", "H", "C", "H", "H", "C", "H", "H", "H", "H", "H", "H", "H", "C", "C", "N", "H", "O", "H", "H", "Br", "H", "N", "Br", "H", "H", "H", "Br", "C", "C", "N", "C", "H", "H", "H", "C", "N", "H", "C", "H", "H", "Br", "H", "H", "C", "C", "H", "C", "C", "C", "C", "H", "H", "Cl", "H", "C", "H", "C", "H", "H", "C", "C", "C", "H", "C", "H", "H", "H", "H", "Br", "H", "H", "H", "H", "C", "C", "H", "H", "H", "C", "C", "Br", "H", "Br", "H", "H", "H", "C", "H", "H", "C", "H", "O", "C", "Br", "C", "Br", "C", "H", "C", "H", "H", "O", "H", "H", "H", "H", "N", "Br", "C", "Br", "C", "C", "H", "H", "Br", "H", "C", "Br", "H", "C", "H", "H", "C", "H", "C", "H", "O", "Br", "H", "C", "H", "H", "H", "H", "Br", "H", "H", "H", "Br"],
  "xyz": [[4.8763, -4.9289, -1.9999], [0.6756, 0.4977, -0.1365], [4.3868, -7.9635, -2.3269], [-3.5272, 4.6359, -2.3388], [2.6801, 0.7680, -1.3057], [-0.9803, -0.7043, 2.0647], [0.3629, -10.4333, -2.9224], [8.2665, -4.1888, 0.7586], [4.6668, 5.7218, 3.2464], [-3.5009, 4.9459, -0.0649], [-0.4595, 8.7587, 3.8209], [-1.8240, 3.5055, -0.3204], [0.2331, 8.0883, 3.3116], [-6.3409, 2.8869, 4.4099], [6.6298, -8.8859, -1.7937], [0.0216, 6.6362, 3.6571], [4.0432, -0.5417, 5.9133], [-7.8622, 3.4965, 1.7993], [-2.9221, -5.0260, 1.0861], [-8.6567, 6.1905, 1.5818], [0.3324, 2.2710, 1.1721], [1.1132, 0.8792, 2.0824], [4.8566, -1.5613, 3.6646], [-2.0588, 4.0353, -2.5860], [4.7765, 7.2168, 3.0724], [-5.4240, 1.5049, -0.0892], [-5.6328, 4.2761, 0.3204], [3.1147, -2.4372, -0.2466], [-6.2181, 3.9483, -1.4795], [4.8044, -5.0817, -4.1808], [5.9595, -4.0032, 3.8179], [5.0402, -10.8441, -2.4910], [-1.7426, 0.5404, -1.2369], [-4.7988, -3.5856, 1.8816], [2.8707, 2.2821, 1.8516], [1.6849, -0.7655, -1.7496], [4.6651, 7.7674, 4.0064], [2.4020, -1.3415, 3.5962], [-2.1995, 0.9494, -5.9877], [-3.6033, -5.1255, 1.9318], [-0.2662, -1.2581, 1.5765], [-5.2577, 1.8327, 1.2776], [2.6509, -10.5644, -5.9993], [4.5112, 5.1848, 2.3105], [-8.2803, 4.5182, 3.2683], [-0.1347, -0.8781, 0.1425], [2.4550, 2.0881, 0.9291], [2.8662, -0.7233, 1.3525], [2.9111, -0.9922, 0.1763], [-5.4693, 6.7778, -0.1812], [-2.6498, 1.8383, -6.4299], [3.7975, -11.0263, -0.3341], [0.4534, -9.4001, -5.1928], [-3.7447, 5.3384, -3.2348], [-1.4934, -0.9052, -0.7742], [1.9770, -0.0363, -0.9139], [-2.1549, 0.6703, -2.1978], [-1.1984, 3.7235, -1.2449], [-6.1308, 4.6966, -0.6246], [2.3813, -10.3945, -4.9546], [4.4238, -1.4622, -0.4557], [-0.6445, 4.7146, -1.0118], [5.5587, 5.3320, 3.7402], [-2.8082, -1.7945, 0.1326], [-2.6482, 0.0601, -6.4335], [6.5110, -3.8520, 1.9547], [-4.4169, 0.8539, -1.8897], [4.4692, 0.0091, 5.0748], [6.1306, -11.1808, -1.1272], [-1.4589, 4.8588, -3.1395], [-5.2598, 6.0188, -1.0126], [4.2308, -0.6706, 3.7478], [-7.6653, 5.6725, 1.3540], [8.3876, -4.8764, 2.3937], [4.6987, -5.7017, -3.2876], [-5.5979, 6.4114, -2.0382], [-2.4190, -6.2059, 3.3667], [6.1637, -2.8817, 1.5980], [-0.4093, 0.7009, -7.1525], [2.9205, -6.5356, -3.3801], [-4.2489, -5.9907, 1.7727], [-7.9841, 5.9034, -0.9095], [0.0860, 0.5772, -2.2070], [4.9700, -2.4401, -0.3158], [-0.0817, 2.6519, -1.6378], [-7.6411, 5.1050, -0.1692], [0.3646, 6.4285, 4.6716], [-6.7736, 4.6811, 4.8414], [-5.0140, 4.1898, 4.5996], [-7.5376, 4.4227, 2.3888], [-2.7898, 1.0075, -0.2985], [8.9753, -2.4512, 2.3635], [0.9221, 3.0076, -1.2078], [-1.4449, -3.9392, 3.4050], [-0.4071, -2.2691, 1.6911], [5.5377, 0.1531, 5.2435], [-8.3035, 4.1766, -0.2798], [-6.0860, 3.9991, 4.2374], [2.8435, -11.1655, -4.3362], [-3.0800, 6.4997, -1.0638], [-0.6974, 0.9104, -6.1212], [5.4020, -6.5218, -3.3411], [-2.1727, -4.1655, -3.4142], [5.3068, -10.5542, -1.4739], [3.4271, 7.9089, 1.8514], [-3.8566, 1.8145, 1.9170], [0.0942, 2.6439, -5.7153], [-0.3532, 1.1132, -1.2715], [4.4089, -0.0239, 2.8869], [-1.4243, -1.7525, -2.1635], [1.2564, 8.3928, 3.5357], [-6.1460, 2.1189, 1.9353], [-1.3566, -3.1690, -1.7985], [-0.5180, -1.4448, -2.7868], [0.5134, 5.9526, 2.9654], [-6.8261, 6.4169, 1.5558], [-3.5557, -5.0612, 4.1137], [-1.1019, -3.8804, -2.9477], [-1.8748, 6.1791, 3.6572], [-2.5489, 1.4191, 1.2074], [3.2219, -8.6921, -4.4750], [7.9996, -4.0439, 1.8068], [-2.8971, -5.2307, 3.2619], [5.6590, -8.7396, -0.3092], [0.3829, -1.8262, -0.2790], [-2.7495, 0.9083, -4.1144], [-4.2848, 3.7797, -2.4387], [0.8835, -10.3210, -4.7979], [3.7269, 1.8101, 5.1503], [5.9671, -4.6419, 1.4329], [5.6556, -9.0907, -1.3420], [5.7314, 7.4778, 2.6132], [4.8673, -1.0388, 0.5584], [-3.7005, 5.5279, -1.0252], [4.5134, -5.4645, -1.1234], [-4.2488, 1.1275, -0.7791], [-2.3722, -1.5324, -2.7902], [-6.1498, 4.3848, 2.8315], [3.1877, 5.2427, 4.4236], [-1.5154, 1.3701, 1.6719], [1.1282, 1.4347, 1.0775], [5.9273, -4.6668, -1.8521], [-0.2241, 0.1823, -5.4622], [0.0534, 2.7005, -2.7859], [0.4037, -11.1757, -5.2776], [3.9302, -3.2177, -2.0476], [-3.7828, 2.0981, 3.0283], [2.4253, 2.9494, 0.3715], [-2.0398, 3.1366, -3.3078], [0.0173, 8.3921, 1.3996]],
  "forces_ev_per_angstrom": [[0.007, 0.357, -1.009], [-0.570, -1.565, -1.458], [4.867, -5.746, 9.029], [0.536, 0.169, -0.901], [-1.098, -1.005, 0.606], [0.322, -0.721, -0.183], [0.012, 0.140, -0.031], [-0.093, 0.006, 0.092], [0.138, -0.082, 0.228], [-0.169, 0.865, -1.249], [0.025, -0.190, -0.075], [0.839, -0.051, -1.366], [0.127, 0.096, -0.098], [0.210, 1.636, -0.283], [0.031, -0.188, 0.110], [-0.129, -0.033, 0.225], [0.052, 0.022, -0.183], [0.706, 0.863, 0.906], [-0.031, 0.001, 0.184], [1.284, -0.609, -0.493], [0.905, -1.316, -0.085], [0.050, 0.487, -1.676], [-0.048, 0.159, 0.077], [0.433, 0.959, 0.105], [0.108, 0.147, -0.277], [3.588, -0.243, 2.277], [-0.591, 0.190, -1.627], [-1.994, 6.917, 6.542], [0.394, 0.925, 1.285], [-0.259, 0.265, 0.283], [0.016, 0.009, -0.070], [0.019, 0.119, 0.126], [-1.312, 0.018, 2.398], [-0.020, -0.106, 0.048], [-0.445, -0.043, -0.694], [0.454, 1.099, 1.136], [0.027, -0.181, -0.089], [0.115, 0.130, 0.248], [0.198, -0.316, -0.397], [-0.233, -0.049, 0.011], [-0.178, 0.930, -1.347], [3.574, -0.898, -1.276], [-0.189, -0.177, 0.071], [0.013, 0.190, 0.098], [1.354, 0.019, -1.201], [0.159, -1.950, 0.738], [-0.270, -0.483, 0.116], [0.062, -0.685, -3.085], [-0.402, -0.891, -2.366], [0.508, -0.857, -1.350], [0.101, -0.067, 0.202], [-0.021, 0.016, -0.122], [0.159, -0.103, 0.055], [0.249, -1.164, 1.378], [0.565, -2.429, -1.297], [1.302, -1.202, 1.249], [0.712, -0.643, 0.952], [0.406, 1.088, -0.894], [-0.821, 1.310, 0.805], [0.630, -0.191, -0.755], [-0.537, 1.660, 4.357], [-0.907, -1.655, -0.184], [-0.090, 0.064, -0.048], [0.659, 1.270, -0.630], [0.038, 0.065, 0.133], [-0.151, -0.275, 0.068], [0.111, 0.480, 1.946], [0.181, 0.141, 0.061], [-0.119, 0.009, -0.062], [-0.831, -1.370, 0.839], [-0.108, -1.842, 0.609], [0.011, -0.249, 0.153], [-0.631, -1.085, -0.113], [-0.154, 0.122, -0.049], [0.332, 2.426, -0.869], [0.633, -0.400, 1.560], [-0.067, 0.098, -0.072], [0.153, -0.093, 0.061], [-0.148, -0.022, 0.095], [-2.860, 8.564, -1.215], [0.094, 0.076, 0.068], [0.161, -1.033, 1.041], [-1.060, 0.752, 1.426], [0.534, 1.670, -1.103], [-0.438, 0.520, -0.242], [0.991, 0.340, -0.069], [-0.024, 0.082, -0.121], [0.791, -1.072, -0.673], [-1.516, -0.332, -0.640], [-0.509, 1.188, -0.951], [-4.073, 3.441, 4.041], [-0.054, -0.105, 0.035], [-1.434, -1.045, -0.426], [-0.080, -0.035, 0.164], [-0.231, 0.824, -0.094], [-0.096, -0.120, -0.078], [0.730, 1.438, 0.306], [0.647, 0.193, 0.281], [-0.232, 0.004, -0.063], [-0.497, -1.784, 0.014], [0.179, 0.263, -0.083], [-0.004, 0.671, -0.601], [2.619, -0.052, 0.119], [0.300, -0.146, 0.312], [0.120, -0.126, 0.112], [0.706, -0.690, -1.386], [-0.033, -0.147, 0.076], [4.077, 0.726, -1.467], [-0.034, 0.036, 0.184], [0.088, 0.510, 0.492], [-0.099, -0.126, -0.024], [1.418, -0.444, -1.361], [0.630, 2.734, 1.176], [-0.964, -0.512, 0.827], [-0.044, 0.205, 0.080], [-1.065, -1.082, -0.294], [0.055, 0.024, -0.187], [-3.119, -1.229, -1.994], [-0.007, -0.093, -0.116], [-4.315, -0.397, -2.868], [-2.825, -5.827, -5.757], [0.182, 0.205, -0.170], [0.170, -0.141, -0.068], [0.039, -0.237, -0.071], [-0.307, 1.869, 0.406], [-0.698, -0.053, -1.063], [0.949, 1.288, 0.590], [-0.073, -0.215, 0.042], [-0.058, -0.152, -0.168], [0.079, 0.050, 0.040], [0.256, -0.024, -0.190], [-0.059, -0.110, 0.097], [-0.776, -1.097, 0.006], [-1.428, 0.836, -0.702], [-0.043, 0.064, -0.212], [1.664, -0.035, 0.508], [1.376, -0.548, 1.154], [-1.440, -0.819, 1.383], [0.004, 0.078, -0.121], [-1.673, 0.283, -0.459], [-1.547, 1.012, 0.776], [-0.013, -0.109, -0.105], [-0.140, 0.052, -0.114], [-0.240, -0.003, 1.886], [0.082, 0.084, 0.054], [1.029, -5.123, -5.960], [-0.107, -0.438, -1.955], [-0.055, -0.539, 0.519], [-0.266, 1.604, 1.406], [-0.194, 0.059, 0.058]],
  "total_charge": 1,
  "homo_energy_ev": -9.32,
  "orbital_gap_ha": 0.24075,
  "total_energy_ha": -49051.80680,
  "lumo_ev": -2.770
}